Entry 1:
74
Properties=species:S:1:pos:R:3:forces:R:3:mulliken_charge:R:1 method="wB97M-V/def2-TZVPD" charge=-1 homo_ha=-0.183 e_above_lowest_kcal_mol=79.8 homo_lumo_gap_ha=0.2057
Ca -0.5755 1.4180 0.6911 -2.255 -0.791 -1.096 1.746
Se -6.9980 2.1863 -3.7577 -0.180 0.008 -0.150 0.214
N -6.4264 0.9517 -2.6169 0.081 -0.183 0.190 -0.859
C -5.2624 1.3421 -2.1733 -0.076 0.040 -0.061 0.943
C -4.4991 0.6244 -1.1590 0.029 0.002 -0.022 0.503
C -4.9522 -0.5612 -0.5721 0.019 0.093 0.003 -0.743
C -4.2256 -1.1376 0.4484 -0.074 0.094 -0.062 -1.116
C -3.0750 -0.4872 0.8886 -0.235 0.073 -0.308 -0.375
N -2.6212 0.6125 0.2992 -1.520 -0.464 -0.463 -0.249
C -3.2863 1.1670 -0.7268 -0.176 -0.252 0.151 -0.054
C -2.7190 2.3848 -1.3644 -0.015 0.065 -0.124 -0.438
N -1.4845 2.7679 -1.0103 -0.594 0.111 -0.410 -0.153
C -0.9865 3.8956 -1.4839 0.037 0.043 -0.002 -0.429
C -1.6879 4.7042 -2.3775 0.006 -0.014 -0.043 -0.962
C -2.9282 4.2925 -2.8035 -0.087 0.008 -0.004 -0.581
C -3.4659 3.1081 -2.2968 -0.003 -0.055 0.070 0.272
C -4.7692 2.5971 -2.7050 -0.105 -0.055 -0.025 0.982
N -5.5532 3.1979 -3.5588 0.246 0.157 0.009 -0.872
H -5.8826 -0.9882 -0.9236 0.021 -0.039 -0.005 0.534
H -4.5309 -2.0628 0.9160 -0.064 0.031 0.018 0.488
H -2.4938 -0.8684 1.7199 0.024 0.008 -0.011 0.691
H 0.0001 4.1749 -1.1282 -0.005 -0.041 0.041 0.483
H -1.2481 5.6272 -2.7267 0.004 -0.006 -0.011 0.424
H -3.5097 4.8668 -3.5128 0.022 0.010 -0.007 0.528
S -0.6127 1.2917 3.8172 0.131 -0.051 -0.356 -0.409
C 0.9382 0.5250 4.0711 0.246 -0.365 0.285 0.908
C 1.1083 -0.7483 4.6054 -0.135 0.044 -0.066 -0.655
C 2.3954 -1.2385 4.7141 0.040 0.044 -0.003 -0.111
C 3.4760 -0.4559 4.3207 -0.018 -0.053 0.063 -0.931
C 3.2289 0.8051 3.8161 0.015 0.126 -0.010 -0.412
N 1.9878 1.2626 3.7010 -0.380 -0.425 -0.051 -0.016
H 0.2425 -1.3335 4.8748 0.040 -0.067 -0.010 0.398
H 2.5572 -2.2360 5.1031 -0.002 0.003 0.007 0.393
H 4.4927 -0.8119 4.4024 -0.002 -0.010 -0.018 0.430
H 4.0154 1.4741 3.4943 -0.021 0.012 -0.048 0.592
O -0.6100 -2.4661 2.6608 0.010 -0.013 0.040 -0.784
C -0.0776 -2.0679 1.6382 -0.060 -0.032 -0.077 -0.700
N 0.6316 -2.8554 0.7623 0.196 0.103 -0.079 0.066
C 1.0332 -2.1219 -0.4215 -0.037 -0.099 0.013 4.022
C 0.3618 -0.7735 -0.0966 0.123 -0.425 -0.110 0.249
O 0.2904 0.1871 -0.8916 0.588 -1.138 -0.624 -1.158
N -0.1381 -0.7739 1.1443 0.172 -0.933 -0.291 -0.295
C 2.5364 -1.8823 -0.5028 0.000 0.043 0.023 -0.706
C 3.0402 -1.0994 -1.5383 0.018 -0.013 -0.072 0.221
C 4.3962 -0.8383 -1.6211 0.019 -0.068 -0.016 -0.945
C 5.2639 -1.3472 -0.6627 -0.006 -0.001 -0.001 -0.520
C 4.7647 -2.1103 0.3793 0.012 -0.035 -0.056 -0.837
C 3.4025 -2.3798 0.4597 0.027 -0.001 0.006 -0.466
C 0.4655 -2.7944 -1.6639 0.035 0.029 -0.004 -0.232
C 1.1783 -3.8235 -2.2717 -0.045 0.041 -0.035 -0.318
C 0.6296 -4.5280 -3.3338 -0.006 -0.022 0.031 -0.833
C -0.6361 -4.2070 -3.8035 0.014 0.019 -0.024 -0.484
C -1.3468 -3.1728 -3.2107 0.009 -0.041 0.048 -0.968
C -0.7999 -2.4729 -2.1447 -0.003 0.016 -0.007 -0.171
H 0.6914 -3.8542 0.8416 -0.101 0.012 0.084 0.259
H 2.3606 -0.6712 -2.2646 -0.007 -0.027 -0.002 0.407
H 4.7827 -0.2209 -2.4198 -0.025 0.063 0.032 0.474
H 6.3213 -1.1263 -0.7264 -0.005 0.030 0.035 0.407
H 5.4337 -2.5018 1.1360 -0.005 0.013 0.009 0.414
H 3.0164 -2.9668 1.2829 -0.017 0.028 0.008 0.408
H 2.1725 -4.0637 -1.9138 0.003 0.004 -0.011 0.413
H 1.1921 -5.3311 -3.7934 0.004 0.011 -0.012 0.383
H -1.0631 -4.7550 -4.6340 0.000 0.003 -0.001 0.384
H -2.3332 -2.9138 -3.5751 0.007 0.019 -0.006 0.454
H -1.3572 -1.6609 -1.6928 -0.006 -0.005 0.003 0.329
F -0.1639 4.5862 3.3419 -0.404 -0.323 0.226 -0.321
Te 0.8028 3.0374 2.8008 -0.169 4.489 2.474 1.070
F -1.1515 3.0787 1.6885 -0.203 0.975 1.318 -0.702
F 1.0827 3.2906 4.7676 -0.221 -0.559 0.019 -0.471
F 0.9436 4.3513 1.3500 -0.094 -0.547 -0.369 -0.421
F 2.4975 3.8544 3.0369 0.200 -0.434 -0.213 -0.302
O 1.2175 1.8598 1.3467 2.287 1.169 2.367 -0.202
I 2.9933 2.4463 0.5177 2.683 -0.583 -2.273 0.269
I 5.5266 2.7404 -0.9583 -0.005 0.133 0.074 -0.559

---

Entry 2:
68
Properties=species:S:1:pos:R:3:forces:R:3:mulliken_spin:R:1 method="wB97M-V/def2-TZVPD" charge=-1 s_squared=3.83 homo_ha="-0.127 / -0.195" e_above_lowest_kcal_mol=117.3 homo_lumo_gap_ha="0.2210 / 0.2559" multiplicity=4
Co 0.7182 -1.1829 1.6705 -0.093 0.237 -0.509 -0.036
O 2.0455 -0.3213 5.3078 -0.262 -0.084 -0.111 0.039
C 1.3474 -0.6962 4.2073 0.581 -0.017 -0.225 0.186
O 1.9749 -0.7470 3.0824 -0.003 0.118 0.302 0.132
C -0.0068 -1.0349 4.2626 0.123 -0.082 -0.137 0.180
C -0.9251 -1.1099 5.3371 0.046 0.003 -0.019 0.098
C -2.2231 -1.4499 5.0772 0.190 0.027 -0.094 0.000
C -2.6495 -1.7225 3.7568 0.010 0.019 -0.324 0.230
C -1.7202 -1.6276 2.7409 0.119 -0.120 0.077 -0.060
N -0.4611 -1.3089 2.9981 -0.960 -0.249 1.585 0.209
C -1.8797 -1.8527 1.2496 -0.688 -0.347 0.039 -0.027
O -2.9315 -2.1896 0.7363 0.067 -0.043 0.252 -0.004
O -0.7779 -1.6573 0.6088 0.638 0.089 -0.454 0.005
H 2.9192 -0.0350 5.0033 -0.171 -0.105 -0.093 -0.001
H -0.5734 -0.8912 6.3312 -0.018 0.041 0.163 0.011
H -2.9443 -1.5086 5.8800 0.013 0.012 0.101 0.005
H -3.6717 -1.9788 3.5352 -0.078 -0.051 -0.123 0.015
O -0.3892 2.9747 1.7068 -0.021 -0.244 0.134 0.009
S -0.7583 1.6032 2.0018 -0.173 0.638 0.881 0.006
O -1.1448 1.3818 3.3740 -0.166 -0.241 -0.234 0.004
O 0.3115 0.6708 1.4966 0.011 0.417 0.312 -0.003
C -2.1372 1.2497 0.9249 0.523 -0.018 0.147 -0.025
C -3.3889 0.8749 1.3609 -0.145 0.112 0.153 0.017
C -4.3606 0.5773 0.4172 0.105 0.128 0.025 0.000
C -4.0535 0.6427 -0.9325 -0.161 -0.026 -0.029 0.004
C -2.7921 1.0290 -1.3580 0.119 0.035 0.188 0.015
C -1.8187 1.3494 -0.4182 0.018 -0.129 -0.342 0.021
P -0.1252 1.9430 -0.8148 -0.018 0.307 -1.368 0.098
C -0.5988 3.4006 -1.8423 0.172 -0.263 0.044 0.013
C -0.7228 3.4151 -3.2271 -0.029 0.009 0.078 0.047
C -0.9630 4.6096 -3.8855 -0.001 0.060 -0.212 0.006
C -1.0801 5.7918 -3.1741 -0.016 0.093 -0.020 0.003
C -0.9780 5.7777 -1.7910 -0.038 0.143 -0.052 -0.001
C -0.7380 4.5887 -1.1304 0.020 -0.043 0.059 0.003
C 0.4934 0.7703 -2.0092 -0.137 -0.065 0.278 0.295
C 0.1581 -0.6072 -2.0301 -0.347 0.040 -0.402 -0.105
C 1.0076 -1.5269 -2.5351 -0.169 -0.115 -0.252 0.359
C 2.4172 -1.1808 -2.8619 0.122 -0.061 0.273 0.022
C 2.5853 0.2733 -3.1291 -0.119 0.253 -0.012 0.235
C 1.6938 1.1694 -2.6659 0.300 0.070 -0.366 -0.083
H -3.5808 0.8072 2.4210 -0.033 -0.025 0.099 -0.008
H -5.3475 0.2755 0.7358 -0.051 -0.057 0.019 0.000
H -4.8088 0.3829 -1.6613 -0.033 -0.024 -0.065 0.000
H -2.5615 1.0652 -2.4145 0.026 0.066 -0.056 -0.008
H -0.6217 2.4969 -3.7902 0.035 -0.075 -0.017 -0.013
H -1.0464 4.6236 -4.9646 -0.010 -0.018 -0.057 0.001
H -1.2385 6.7246 -3.6983 -0.045 0.048 -0.025 0.000
H -1.0613 6.6999 -1.2337 -0.037 0.069 0.058 0.000
H -0.6379 4.5471 -0.0539 0.024 0.115 0.075 -0.005
H -0.8118 -0.9116 -1.6661 -0.018 -0.090 0.091 0.007
H 0.7322 -2.5705 -2.5965 -0.125 -0.090 0.058 0.017
H 2.7746 -1.7674 -3.7179 -0.053 0.037 0.146 0.034
H 3.4762 0.5917 -3.6548 0.088 0.074 0.003 0.012
H 1.8611 2.2329 -2.8012 0.155 0.015 0.007 0.012
Cl 4.7570 -5.2765 -2.7039 0.167 -0.305 -0.142 -0.001
C 3.9058 -4.0187 -1.8574 0.142 0.117 0.075 -0.196
C 4.2329 -2.7236 -2.1100 0.031 -0.213 0.119 0.426
C 3.3665 -1.6274 -1.6157 -0.196 0.329 -0.264 0.011
C 2.5073 -1.9959 -0.4193 0.059 -0.225 0.214 0.024
O 1.9779 -1.0688 0.2297 0.556 0.203 -0.326 0.051
C 2.3448 -3.3886 -0.1084 -0.500 0.708 0.427 0.056
C 1.6235 -3.7414 1.0424 -0.023 0.324 0.148 -0.013
O 1.0538 -2.9828 1.8785 0.379 -1.168 -0.166 0.062
C 2.9601 -4.3869 -0.9069 0.075 -0.193 -0.113 0.509
H 5.0199 -2.4738 -2.8020 0.099 -0.012 -0.122 0.025
H 3.9498 -0.7410 -1.3486 -0.075 -0.064 0.069 0.045
H 1.5758 -4.8103 1.2826 -0.027 0.034 0.018 -0.005
H 2.7384 -5.4262 -0.7265 0.025 -0.129 0.010 0.033

---

Entry 3:
64
Properties=species:S:1:pos:R:3:forces:R:3:mulliken_spin:R:1 method="wB97M-V/def2-TZVPD" charge=+1 s_squared=0.76 homo_ha="-0.399 / -0.400" e_above_lowest_kcal_mol=25.0 homo_lumo_gap_ha="0.2593 / 0.2515" multiplicity=2
Re 0.1700 0.4094 0.2639 -0.308 -0.297 0.015 0.873
O -1.6128 0.4448 1.0901 -0.189 0.316 -0.050 0.027
C -2.4616 -0.5838 1.1995 0.060 0.164 0.020 0.034
C -3.8077 -0.3851 0.8917 -0.012 0.011 -0.008 -0.001
C -4.6895 -1.4403 0.9923 -0.017 -0.057 0.020 0.008
C -4.2650 -2.7041 1.4216 -0.032 0.055 -0.011 -0.004
C -2.9468 -2.8954 1.7590 0.041 0.027 0.004 0.004
C -2.0273 -1.8414 1.6377 0.012 -0.101 0.029 -0.002
C -0.6685 -1.9903 2.0583 -0.039 0.033 0.004 -0.010
N 0.2450 -1.1338 1.7516 0.097 -0.145 0.020 -0.024
N 1.4708 -1.3247 2.3920 -0.189 0.045 -0.276 0.000
C 2.2457 -0.3382 2.1119 -0.011 0.276 -0.070 -0.005
O 1.8186 0.6525 1.3255 0.362 -0.248 0.356 -0.006
C 3.6105 -0.2395 2.6500 -0.041 -0.071 -0.038 0.002
C 4.2612 0.9911 2.6799 0.025 -0.003 -0.043 -0.002
C 5.5449 1.0761 3.1951 0.002 -0.007 0.008 0.001
C 6.1807 -0.0640 3.6685 0.008 0.025 0.009 -0.001
C 5.5326 -1.2919 3.6351 -0.031 -0.006 -0.025 0.001
C 4.2471 -1.3824 3.1282 0.040 -0.010 0.100 -0.001
H -4.1289 0.5978 0.5712 -0.001 -0.011 0.001 -0.001
H -5.7305 -1.2862 0.7386 0.006 -0.001 0.003 0.001
H -4.9747 -3.5150 1.5044 0.005 0.000 -0.010 0.000
H -2.6017 -3.8565 2.1223 -0.009 0.014 -0.006 0.000
H -0.3751 -2.8201 2.6956 -0.013 0.007 0.014 -0.002
H 3.7546 1.8745 2.3135 0.000 -0.007 0.008 0.000
H 6.0481 2.0331 3.2348 -0.001 -0.011 -0.009 0.000
H 7.1835 0.0048 4.0695 -0.008 0.005 -0.005 0.000
H 6.0288 -2.1782 4.0074 0.000 0.009 -0.006 0.000
H 3.7250 -2.3298 3.1085 0.007 0.010 -0.014 0.000
C 2.8805 3.6268 -0.7619 0.018 0.098 -0.037 0.001
C 2.0358 4.7336 -0.8957 0.088 -0.002 0.007 0.006
C 0.6874 4.5293 -1.0079 -0.057 -0.030 -0.088 -0.004
C 0.1643 3.2277 -0.9782 0.031 -0.032 -0.056 0.018
N 0.9743 2.1740 -0.6905 -0.136 0.297 0.132 -0.018
C 2.3195 2.3894 -0.6424 -0.217 -0.081 -0.040 0.012
N -1.1591 3.1088 -1.3449 0.036 -0.045 0.036 0.023
C -1.6553 1.9581 -1.6293 -0.174 0.044 0.165 -0.007
N -1.1054 0.7275 -1.3618 0.196 -0.062 -0.388 0.008
C -1.8727 -0.2423 -1.9499 0.000 -0.061 0.178 0.008
N -1.6236 -1.5068 -1.9885 0.026 0.023 0.132 0.019
C -0.4103 -1.9855 -1.5628 -0.133 0.135 -0.084 0.016
C -0.1491 -3.3323 -1.8590 0.026 -0.025 -0.065 -0.015
C 1.0758 -3.8853 -1.5990 0.025 -0.022 -0.018 0.012
C 2.0812 -3.0798 -1.0549 -0.008 -0.017 -0.036 -0.005
C 1.7688 -1.7922 -0.7337 -0.070 0.065 -0.039 0.042
N 0.5341 -1.2433 -0.9257 0.486 -0.291 0.092 -0.003
C -3.0563 0.3916 -2.5585 0.056 -0.125 -0.055 -0.013
C -4.1138 -0.1438 -3.2660 -0.033 0.014 0.061 -0.001
C -5.0693 0.7496 -3.7393 -0.005 0.035 -0.004 0.000
C -4.9439 2.1229 -3.5280 -0.018 -0.030 -0.012 0.000
C -3.8583 2.6531 -2.8380 -0.032 -0.015 0.050 0.000
C -2.9303 1.7556 -2.3494 0.120 0.100 0.001 0.005
H 3.9551 3.7311 -0.7321 -0.004 0.003 0.008 0.000
H 2.4441 5.7346 -0.9418 -0.003 -0.010 0.000 0.000
H -0.0108 5.3349 -1.1802 0.004 -0.003 0.008 0.000
H 2.9344 1.5177 -0.4882 0.010 -0.001 0.041 0.001
H -0.9514 -3.8902 -2.3190 0.004 0.009 0.000 0.000
H 1.2682 -4.9243 -1.8322 -0.002 0.011 0.001 0.001
H 3.0772 -3.4524 -0.8667 -0.005 0.002 -0.003 0.001
H 2.5049 -1.1421 -0.2813 -0.023 -0.018 0.002 0.003
H -4.1954 -1.2097 -3.4314 0.011 0.014 -0.010 0.000
H -5.9245 0.3763 -4.2871 0.007 0.007 0.001 0.000
H -5.7058 2.7868 -3.9146 0.007 -0.003 -0.002 0.000
H -3.7474 3.7169 -2.6777 0.006 -0.008 -0.019 0.000